(1)
Molecular formula: C6H23NO5
Method: DFT, the ωB97M-V functional and the def2-TZVPD basis

Cartesian coordinates (Å):
C  -2.630  0.647  -0.695
C  -1.633  1.289  0.197
C  -0.272  0.707  -0.067
C  -0.068  -0.795  -0.080
C  0.800  1.534  -0.049
C  2.209  1.144  -0.277
N  0.710  2.937  -0.043
H  -2.752  -0.413  -0.678
H  -2.516  1.066  -1.710
H  -3.595  0.904  -0.252
H  -1.800  2.413  0.187
H  -2.080  1.245  1.188
H  0.572  -1.267  0.578
H  -0.934  -1.431  -0.077
H  0.305  -1.162  -1.088
H  2.579  0.146  0.038
H  2.479  1.185  -1.357
H  2.867  1.801  0.346
H  -0.137  3.430  -0.238
H  1.495  3.355  -0.473
O  -3.613  -1.541  1.329
H  -3.458  -1.826  2.236
H  -2.814  -1.462  0.842
O  0.785  -2.520  2.045
H  0.851  -1.556  2.145
H  1.249  -2.977  2.749
O  2.108  -3.483  -1.971
H  1.327  -2.927  -2.233
H  2.636  -3.030  -1.320
O  0.726  -0.127  -3.610
H  -0.064  -0.574  -3.300
H  0.974  0.290  -2.795
O  0.655  1.620  2.975
H  0.346  2.161  2.226
H  1.610  1.536  2.891

Atomic forces in eV per Å
-1.93 1.42 -0.63
-0.51 0.72 0.46
1.16 0.91 1.75
-0.73 0.17 -3.40
-1.29 -0.39 -1.39
1.97 -0.73 0.38
0.01 -0.34 0.98
0.82 -0.78 -0.38
-0.38 -0.60 0.21
-0.38 0.43 -0.67
0.94 -0.99 -1.05
0.82 -1.17 0.88
1.34 -0.09 1.08
-0.95 0.25 0.53
0.08 0.70 0.74
-0.98 0.24 -0.09
0.01 0.42 0.66
-0.35 -0.11 -0.90
-0.45 -0.26 -0.15
0.67 0.60 -0.31
-1.73 -0.02 0.58
0.46 0.03 -0.34
1.25 -0.11 -0.01
-0.13 0.00 -0.14
0.16 -0.65 0.74
0.11 0.33 0.23
-1.33 0.06 -0.94
1.48 -0.59 0.66
-0.11 0.52 0.26
-0.25 -0.35 -0.16
-0.42 -0.28 -0.40
0.57 0.67 0.60
-0.33 0.07 0.02
0.49 -0.30 0.35
-0.08 0.22 -0.17

Values from the calculation:
Net charge = 0
LUMO = 0.25 eV
SMILES = CC/C(C)=C(/C)N.O.O.O.O.O

---

(2)
Molecular formula: C36H33N4O4P2ReS5
Method: DFT, the ωB97M-V functional and the def2-TZVPD basis

Cartesian coordinates (Å):
Re  0.484  0.203  0.207
C  -1.630  0.416  3.488
C  -0.157  0.346  3.402
N  0.604  0.224  2.327
C  1.902  0.073  2.755
C  1.941  0.128  4.109
N  0.638  0.299  4.490
C  2.991  -0.001  5.156
O  4.232  -0.211  4.740
O  2.672  0.080  6.311
C  2.944  -0.121  1.743
O  4.116  -0.300  2.009
O  2.471  -0.092  0.518
H  -2.058  0.596  2.507
H  -1.929  1.225  4.151
H  -1.997  -0.537  3.882
H  0.356  0.380  5.458
H  4.285  -0.244  3.753
S  0.256  -2.286  1.116
P  -1.369  -2.127  0.046
S  -1.811  -0.117  -0.156
C  -2.865  -2.916  0.653
C  -3.490  -3.930  -0.068
C  -4.588  -4.586  0.473
C  -5.061  -4.232  1.725
C  -4.440  -3.221  2.448
C  -3.346  -2.567  1.916
C  -1.120  -2.772  -1.613
C  -0.423  -3.967  -1.769
C  -0.282  -4.522  -3.030
C  -0.821  -3.882  -4.137
C  -1.510  -2.687  -3.985
C  -1.669  -2.138  -2.722
H  -3.130  -4.206  -1.050
H  -5.069  -5.376  -0.087
H  -5.921  -4.740  2.140
H  -4.808  -2.950  3.428
H  -2.861  -1.782  2.478
H  0.009  -4.456  -0.904
H  0.247  -5.457  -3.148
H  -0.711  -4.320  -5.119
H  -1.926  -2.185  -4.847
H  -2.224  -1.217  -2.598
S  -1.230  3.412  2.380
P  -0.690  3.560  0.536
S  1.021  2.419  0.010
C  -0.078  5.184  0.063
C  -0.633  5.877  -1.010
C  -0.239  7.182  -1.270
C  0.713  7.789  -0.468
C  1.277  7.097  0.597
C  0.878  5.802  0.870
C  -1.970  3.147  -0.663
C  -3.289  3.448  -0.324
C  -4.311  3.192  -1.223
C  -4.025  2.636  -2.462
C  -2.714  2.336  -2.803
C  -1.689  2.589  -1.907
H  -1.372  5.405  -1.643
H  -0.685  7.725  -2.091
H  1.015  8.808  -0.668
H  2.016  7.577  1.223
H  1.290  5.272  1.721
H  -3.506  3.870  0.649
H  -5.333  3.423  -0.954
H  -4.825  2.438  -3.162
H  -2.490  1.904  -3.769
H  -0.666  2.355  -2.179
C  5.921  -0.320  -1.198
C  4.727  -1.174  -1.448
C  4.660  -2.532  -1.236
C  3.433  -3.173  -1.396
N  2.313  -2.496  -1.685
C  2.397  -1.202  -1.861
S  0.959  -0.225  -2.120
N  3.590  -0.566  -1.833
C  3.265  -4.639  -1.204
H  6.833  -0.906  -1.250
H  5.831  0.091  -0.188
H  5.978  0.508  -1.903
H  5.542  -3.074  -0.933
H  3.571  0.445  -1.936
H  4.212  -5.148  -1.045
H  2.758  -5.058  -2.072
H  2.613  -4.804  -0.345

Atomic forces in eV per Å
0.43 -1.40 0.53
-0.06 -0.17 -0.01
0.14 0.07 0.13
-0.05 0.75 0.37
0.15 0.16 0.04
-0.15 -0.10 0.18
0.00 -0.01 -0.02
0.29 -0.01 -0.07
-0.30 0.06 0.02
0.01 -0.01 0.02
-0.32 0.10 -0.53
0.37 -0.05 0.14
0.59 0.01 0.68
0.00 0.01 0.06
-0.06 -0.03 0.04
0.00 0.13 0.06
0.01 -0.02 0.00
0.06 -0.02 0.02
0.64 -0.22 0.10
-1.44 0.17 -1.26
-0.52 0.12 0.19
0.18 -0.31 0.37
-0.02 -0.01 -0.06
0.00 0.04 -0.05
-0.02 0.03 0.03
-0.03 -0.01 -0.02
0.03 -0.01 -0.05
-0.08 -0.30 -0.14
-0.09 0.08 0.04
0.00 -0.05 0.00
0.00 0.01 0.02
0.01 -0.02 0.11
-0.19 -0.06 -0.05
0.02 -0.03 0.01
-0.01 0.01 -0.02
0.00 -0.03 0.02
-0.03 0.02 0.02
0.03 0.01 -0.01
0.01 0.00 -0.03
0.01 -0.03 -0.02
0.03 -0.01 -0.05
-0.03 0.01 -0.03
0.06 0.01 -0.03
-0.10 0.08 0.31
0.56 -0.07 -0.37
-0.23 0.83 -0.13
-0.19 0.34 0.06
0.09 0.00 0.00
0.04 -0.06 0.03
0.00 0.03 -0.03
0.02 -0.01 0.00
-0.02 -0.07 0.00
-0.24 -0.07 -0.03
0.06 -0.09 0.02
-0.01 -0.01 -0.02
0.02 0.00 0.02
-0.04 0.01 0.00
0.14 0.10 -0.10
-0.06 0.01 0.01
0.00 0.01 -0.04
0.01 0.02 0.00
0.02 0.00 0.02
-0.02 0.01 0.00
-0.01 0.01 0.03
-0.03 0.02 0.01
-0.03 -0.01 -0.02
0.02 -0.01 -0.03
-0.02 0.04 0.01
-0.04 -0.09 -0.03
0.00 0.04 0.04
0.02 0.03 0.00
-0.04 0.02 0.05
0.26 0.07 -0.05
-0.36 0.00 -0.24
0.31 -0.02 -0.23
0.11 0.11 0.01
0.03 -0.02 0.00
0.02 0.01 -0.02
-0.02 -0.01 0.02
0.01 0.00 -0.04
0.02 -0.03 -0.01
-0.03 -0.09 0.01
0.01 -0.02 0.01
0.02 -0.01 -0.02
0.00 -0.01 0.04

Values from the calculation:
Spin multiplicity = 4
Net charge = +1
LUMO (spin up / spin down) = -3.22 / -3.71 eV

---

(3)
Molecular formula: C4H8NO2
Method: DFT, the ωB97M-V functional and the def2-TZVPD basis

Cartesian coordinates (Å):
C  -0.625  -0.290  -2.355
C  0.211  -0.597  -1.390
C  0.541  2.210  1.715
C  -0.017  -1.101  -0.005
N  -0.981  -0.909  0.800
O  -0.431  1.767  1.074
O  0.990  -1.731  0.616
H  -0.286  0.044  -3.353
H  -1.755  -0.258  -2.097
H  1.273  -0.790  -1.675
H  1.268  2.993  1.592
H  1.696  -1.826  -0.015
H  -1.814  -0.443  0.547
H  -0.706  -0.887  1.715
H  0.635  1.820  2.833

Atomic forces in eV per Å
-2.99 0.92 0.33
2.01 -2.05 0.50
-3.32 -2.54 2.77
2.05 -0.16 -0.72
-1.37 0.17 -1.94
3.19 1.68 0.71
-1.13 0.84 -0.88
-0.30 -0.45 0.72
1.97 0.03 -0.86
-0.72 0.59 0.27
0.16 0.58 -1.55
0.99 -0.29 -0.28
-0.78 0.73 -0.30
0.19 -0.42 3.10
0.04 0.38 -1.86

Values from the calculation:
Net charge = +1
LUMO = -4.90 eV

---

For the records above, the corresponding F_max values read 3.5 1.9 5.0 eV/Å.
For the records above, the corresponding total energy values read -18320.8412 -126904.0795 -9853.8315 eV.